No. 1
# C35H29AgN4PS2SbSe4

A structure of composition C35H29AgN4PS2SbSe4 (wB97M-V/def2-TZVPD, OMol25).

Results
* net charge: -2
* E_HOMO: -0.020 Eh
* E: -12700.85660 Eh
* multiplicity: 1

The geometry in XYZ format:
```
77
Properties=species:S:1:pos:R:3:forces:R:3:lowdin_charge:R:1
Ag 0.03656 0.11735 0.09586 -0.035 -0.516 0.193 0.6897
S 5.00051 3.66135 -0.22639 -0.161 0.161 0.022 1.0531
C 6.16615 4.91700 -0.21522 -0.116 -0.268 -0.012 -0.4199
C 5.58217 6.13502 -0.07067 0.170 0.138 -0.007 -0.2002
C 4.17211 6.05509 0.03220 -0.255 0.093 0.064 -0.1361
C 3.68586 4.77768 -0.02873 0.534 -0.192 -0.045 -0.4662
C 2.29576 4.32421 0.02547 -0.381 -0.118 0.017 -0.1962
C 1.94986 2.95688 0.11983 0.344 -0.060 0.033 -0.1066
N 0.72728 2.48947 0.12766 -0.043 0.377 -0.055 0.0803
C -0.29990 3.35904 0.04731 0.330 0.202 0.009 -0.1467
C -0.06998 4.74977 -0.01216 -0.361 -0.138 -0.004 -0.1423
C -1.18650 5.64499 -0.07415 0.045 0.143 -0.006 -0.0380
C -2.44808 5.17405 -0.07343 -0.078 0.057 0.008 -0.0269
C -2.71750 3.76712 -0.01829 0.366 -0.051 0.011 -0.1424
C -4.02108 3.26653 -0.00329 -0.134 -0.069 -0.007 0.0375
C -4.24860 1.91015 0.04876 0.164 0.122 0.006 -0.1758
C -3.09612 1.07379 0.06174 -0.133 -0.231 0.066 -0.0568
N -1.86336 1.52084 0.05934 0.099 0.198 -0.005 0.0623
C -1.64613 2.85702 0.03005 -0.482 0.005 -0.006 -0.1575
C -5.58586 1.34820 0.09379 -0.243 -0.323 -0.100 -0.4791
C -6.79394 2.01324 0.03766 0.032 0.187 0.022 -0.1480
C -7.88876 1.13241 0.10232 -0.074 0.029 -0.027 -0.2021
C -7.49458 -0.17913 0.19769 0.105 -0.104 0.000 -0.3840
S -5.81403 -0.35372 0.21307 -0.027 0.316 -0.111 0.9250
C 1.24472 5.21215 -0.02496 0.237 0.055 -0.021 0.0369
H 7.21246 4.67130 -0.31532 -0.055 0.070 0.012 0.0621
H 6.14185 7.06042 -0.03584 -0.054 -0.030 -0.002 0.0978
H 3.53493 6.92179 0.15696 0.063 -0.051 0.003 0.1036
H 2.73387 2.20568 0.20315 -0.056 -0.060 -0.026 0.0475
H -0.98615 6.71020 -0.12153 -0.034 -0.029 0.002 0.1086
H -3.29280 5.85276 -0.11789 0.024 -0.009 0.003 0.1122
H -4.85245 3.96147 -0.02461 0.020 -0.002 -0.001 0.1153
H -3.21046 -0.01049 0.08103 0.078 0.038 -0.035 0.0611
H -6.89569 3.08951 -0.05243 0.010 -0.080 0.034 0.0917
H -8.92397 1.44745 0.07049 0.045 -0.030 0.005 0.0883
H -8.10645 -1.06740 0.24023 0.045 0.036 0.007 0.0751
H 1.42896 6.27931 -0.08772 -0.060 -0.024 -0.029 0.1171
C 4.53239 -0.39058 0.12730 -0.167 0.285 0.050 -0.2826
P 2.75974 -0.42913 -0.39562 0.489 -0.180 -0.215 0.8976
C 2.97015 0.04107 -2.16945 0.023 0.038 0.147 -0.2771
C 2.49591 -2.25514 -0.47527 -0.343 -0.057 0.061 -0.5075
C 1.75986 -2.60985 0.85703 0.049 -0.007 0.016 -0.2053
C 1.61175 -4.13033 1.00422 -0.177 -0.079 -0.297 -0.1952
C 2.84079 -4.88954 0.61511 0.065 -0.178 -0.041 -0.1383
C 3.72599 -4.37689 -0.31122 -0.220 0.099 0.202 -0.2154
C 3.63339 -3.10275 -0.87990 0.136 0.081 -0.307 -0.1950
H 5.18078 -0.70150 -0.69048 0.022 -0.088 0.040 0.0299
H 4.66311 -1.08096 0.95954 0.010 -0.042 -0.005 0.0403
H 4.80923 0.61563 0.45103 0.028 0.036 0.017 -0.0135
H 3.63282 -0.65598 -2.68528 -0.007 0.013 -0.033 0.0338
H 3.39769 1.04836 -2.21102 -0.018 -0.044 -0.066 0.0187
H 1.99784 0.06335 -2.66362 0.044 -0.016 -0.046 0.0246
H 2.04792 -2.09412 1.77626 -0.006 -0.005 0.010 0.1331
H 1.29659 -4.38574 2.01474 0.011 0.054 0.089 0.1281
H 2.97595 -5.88467 1.02567 0.030 0.078 -0.015 0.0578
H 4.56891 -5.00229 -0.60559 -0.010 0.020 0.009 0.0799
H 4.30685 -2.77768 -1.66924 -0.008 -0.030 0.147 0.0491
Se -4.13377 -6.40297 -0.35842 0.079 0.373 0.093 -0.2747
Sb -4.35171 -3.96671 -0.24769 -0.310 -0.391 -0.096 -0.2750
Se -2.04612 -2.70299 -0.83210 -0.006 -0.062 0.206 0.5475
Se -5.67263 -3.11965 -2.14106 0.294 0.139 0.231 -0.3222
Se -5.09145 -3.08616 1.92153 0.156 -0.187 0.054 -0.2956
N 0.76363 -3.90686 -1.28915 -0.257 -0.121 -0.065 0.0820
C 1.07464 -2.49462 -1.09046 0.040 -0.078 0.013 -0.3173
N 0.45146 -2.14043 0.25434 -0.242 0.199 -0.074 -0.1324
C -0.57110 -3.20107 0.46537 0.183 -0.009 -0.637 -0.6515
C -1.16295 -3.42122 1.80099 0.120 0.068 0.058 -0.1296
C -1.40192 -4.68296 2.17798 0.000 0.010 0.031 -0.1057
C -1.02943 -5.82796 1.34325 -0.005 -0.122 -0.105 -0.1294
C -0.24494 -5.68983 0.26998 0.000 -0.004 -0.070 -0.0121
C 0.35218 -4.35531 0.03968 0.180 0.321 0.300 -0.3973
H 1.57670 -4.40856 -1.63532 0.152 0.079 0.207 0.1097
H 0.75745 -1.89450 -1.94980 -0.076 0.009 0.058 0.1074
H -1.53469 -2.57135 2.36146 -0.069 -0.042 -0.002 0.1018
H -1.95981 -4.87292 3.08546 -0.053 0.016 0.000 0.0991
H -1.46264 -6.78839 1.58520 -0.024 0.010 -0.013 0.0790
H 0.00879 -6.51928 -0.37743 -0.047 -0.023 0.031 0.1130
```
Positions in Å, forces in eV/Å.


No. 2
# C35H29As2Cl5N2O10PdS

A structure of composition C35H29As2Cl5N2O10PdS at a distorted geometry (wB97M-V/def2-TZVPD, OMol25).

Results
* energy above the lowest of the compared OMol25 structures with the same formula, charge and spin: 0.0 kJ/mol
* E_HOMO: -0.284 Eh
* E: -9511.54314 Eh
* multiplicity: 1

The geometry in XYZ format:
```
85
Properties=species:S:1:pos:R:3:forces:R:3:lowdin_charge:R:1
Pd 1.06398 0.07668 -1.61327 -0.275 -0.644 -0.116 0.7629
O -2.68157 -2.15172 -2.60594 0.016 -0.261 -0.048 -0.2780
S -1.66673 -1.72930 -1.68262 0.433 0.019 -0.204 0.6205
O -2.04831 -0.69757 -0.74554 -0.107 -0.069 -0.027 -0.3535
N -0.31563 -1.23026 -2.43507 -1.213 0.686 1.256 -0.2199
C 0.33860 -2.07004 -3.26277 0.494 -1.394 -1.138 -0.2850
C -0.07633 -3.34835 -3.63619 0.086 0.707 0.247 -0.0153
C 0.70838 -4.13705 -4.47088 0.552 -0.061 -0.427 -0.0630
C 1.87450 -3.66881 -5.02580 -0.260 -0.232 0.001 -0.0487
C 2.32132 -2.37225 -4.71843 -0.203 0.157 0.307 -0.1539
C 3.48867 -1.80284 -5.26317 -0.057 0.305 0.214 0.0069
C 3.87074 -0.54797 -4.86820 -0.007 -0.309 -0.145 -0.0318
C 3.13187 0.11763 -3.88388 -0.101 0.012 0.088 -0.0998
N 2.04378 -0.39863 -3.34831 0.473 0.396 -0.153 0.0108
C 1.58922 -1.59675 -3.78312 -0.242 -0.867 -0.452 -0.1415
C -1.15293 -3.15138 -0.71511 -0.179 0.336 -0.341 -0.2888
C 0.13450 -3.22459 -0.22271 0.336 0.049 -0.175 -0.0996
C 0.50263 -4.30471 0.56154 -0.079 0.052 -0.165 -0.0587
C -0.43103 -5.28627 0.85615 0.027 -0.055 0.095 -0.0725
C -1.72320 -5.20288 0.36009 -0.096 0.059 0.039 -0.0767
C -2.08580 -4.13020 -0.43774 -0.134 0.011 -0.047 -0.0689
H -1.01975 -3.72094 -3.27540 -0.041 -0.105 -0.047 0.0960
H 0.38315 -5.14261 -4.69011 -0.066 -0.091 -0.077 0.1084
H 2.46467 -4.27626 -5.69236 0.048 -0.125 -0.107 0.1067
H 4.06292 -2.36568 -5.98394 0.074 -0.033 -0.081 0.1203
H 4.75004 -0.07591 -5.27313 0.101 0.077 -0.047 0.1078
H 3.45679 1.08901 -3.53501 -0.080 -0.079 0.080 0.0907
H 0.83735 -2.42751 -0.45379 -0.068 -0.238 0.069 0.0461
H 1.51180 -4.37189 0.93958 0.067 -0.017 0.078 0.1088
H -0.15602 -6.11856 1.48642 0.056 -0.104 0.033 0.1037
H -2.45566 -5.96025 0.60279 0.014 -0.084 -0.012 0.1066
H -3.07758 -4.03204 -0.85410 -0.122 -0.098 -0.021 0.1179
Cl 1.87515 3.02749 -2.45031 0.435 0.843 -0.241 0.8213
C 2.98266 2.32257 -1.33227 -0.076 -0.464 0.184 -0.6815
C 2.66523 1.02699 -0.94778 0.387 0.315 0.001 -0.4121
C 3.63380 0.31847 -0.25083 -0.283 0.302 -0.301 -0.7169
Cl 3.28985 -1.35131 -0.05408 0.600 -0.715 0.443 0.7372
C 4.82946 0.89155 0.15747 -0.034 0.083 -0.048 -0.7080
Cl 6.00571 -0.02254 1.00131 0.054 -0.156 0.122 0.7020
C 5.07753 2.22632 -0.16492 -0.104 -0.040 -0.113 -0.7057
Cl 6.54234 2.96555 0.32423 0.152 0.096 0.081 0.6952
C 4.16461 2.93990 -0.94300 -0.042 -0.099 0.031 -0.7061
Cl 4.51984 4.53669 -1.44422 -0.011 0.252 -0.074 0.7016
C -0.26507 5.08854 -0.74941 0.311 0.593 0.122 -0.0936
O -0.95586 3.99678 -1.32599 0.263 -0.695 -0.142 -0.0836
C -0.59315 2.72274 -1.03156 -2.035 -0.306 -2.126 -0.6603
O -0.80490 1.86236 -1.87986 -0.033 1.162 1.238 0.0011
C -0.05736 2.43666 0.28090 -0.420 0.748 3.046 -0.2863
C -0.48423 3.14465 1.41615 -0.737 -1.043 -2.610 -0.2637
As -2.46255 3.13916 1.37584 -0.132 1.356 -0.305 1.3806
C -3.11095 4.08281 3.01116 -0.013 -0.163 -0.266 -0.2595
C -2.42444 1.27373 1.95225 0.960 -0.438 0.022 -0.2723
C -1.54892 0.34128 1.56185 -0.435 0.784 -0.201 -0.2373
As 0.13038 0.50073 0.53304 1.460 0.664 1.139 1.3463
C 1.33199 0.26171 2.08629 0.005 -0.149 -0.034 -0.2222
C -1.69214 -1.06583 1.94669 0.271 -1.038 0.059 -0.5174
O -0.75802 -1.84250 1.91111 -0.318 0.529 0.225 0.0736
O -2.92617 -1.39853 2.30660 -0.028 0.371 -0.191 -0.0248
C -3.16436 -2.73247 2.73407 0.050 -0.439 0.192 0.0004
C -3.43851 0.97258 3.00591 -0.229 -0.012 0.572 -0.5640
O -3.12353 0.91865 4.16740 -0.054 0.013 -0.260 0.1329
O -4.72126 0.88964 2.64820 0.103 0.040 0.531 -0.0119
C -5.07712 0.94917 1.27722 -0.126 0.137 -0.642 -0.0510
C 0.24289 3.11253 2.65094 1.407 -0.865 1.927 -0.5329
O 1.45908 3.11378 2.73865 -1.002 0.367 -0.108 0.1079
O -0.58660 3.04332 3.72035 0.241 0.133 -0.847 -0.1051
C -0.00191 2.85407 4.99408 0.350 -0.123 0.461 -0.0303
H -0.04580 5.77448 -1.57072 -0.034 0.018 0.162 0.0983
H 0.67136 4.77388 -0.28462 -0.097 0.171 -0.074 0.0821
H -0.89423 5.58642 -0.00278 0.105 -0.055 -0.125 0.0868
H -2.52745 4.99286 3.15527 0.087 -0.109 -0.101 0.0314
H -3.04330 3.46821 3.90212 0.042 -0.052 0.014 0.0172
H -4.14936 4.37821 2.83970 0.105 -0.125 -0.091 0.0249
H 0.79007 0.44358 3.01525 -0.025 0.058 -0.115 0.0402
H 2.18819 0.93456 2.02372 -0.189 -0.036 -0.096 0.0327
H 1.67207 -0.77698 2.09439 -0.181 0.205 -0.109 0.0126
H -3.78920 -2.66350 3.62363 0.037 -0.063 -0.063 0.1036
H -2.22102 -3.23724 2.94722 -0.137 0.052 0.032 0.0961
H -3.68281 -3.26746 1.93888 -0.016 0.041 0.040 0.0951
H -6.10384 0.58843 1.22764 0.129 0.030 -0.072 0.1023
H -4.42544 0.32538 0.65805 -0.083 0.022 0.073 0.0971
H -5.04068 1.98719 0.91583 -0.068 -0.272 0.039 0.0730
H -0.79305 2.45386 5.62440 0.040 0.029 -0.020 0.0982
H 0.36460 3.80019 5.39704 -0.013 -0.028 -0.059 0.1014
H 0.83201 2.15061 4.93758 -0.087 0.069 0.003 0.0951
```
Positions in Å, forces in eV/Å.


No. 3
# C35H29Br2N4O2RuS2

A structure of composition C35H29Br2N4O2RuS2 (wB97M-V/def2-TZVPD, OMol25).

Results
* energy above the lowest of the compared OMol25 structures with the same formula, charge and spin: 341.0 kJ/mol
* net charge: +2
* E_HOMO (alpha / beta): -0.493 / -0.492 Eh
* E: -7759.40323 Eh
* multiplicity: 2

The geometry in XYZ format:
```
75
Properties=species:S:1:pos:R:3:forces:R:3:lowdin_charge:R:1
Ru 0.70266 -1.98590 1.51943 0.587 -0.344 0.500 1.0978
Br -1.20292 -4.70694 7.33310 -0.001 -0.010 0.041 0.8832
C -0.66565 -3.85770 5.76478 0.045 0.011 -0.078 -0.6630
C -1.14396 -2.59129 5.44753 0.017 0.002 -0.023 -0.0644
C -0.74055 -2.01526 4.26471 0.085 0.019 0.046 -0.1171
N 0.09485 -2.62156 3.40763 -0.282 -0.021 -0.128 -0.0660
C 0.57806 -3.84090 3.72930 0.035 -0.061 -0.102 -0.1863
C 0.21227 -4.48744 4.89707 0.003 0.070 0.077 -0.0280
C 1.47024 -4.42394 2.71624 -0.015 -0.550 0.229 -0.1978
C 2.15367 -5.58427 2.86208 -0.192 0.326 0.012 -0.0009
C 2.99297 -6.08371 1.79564 -0.044 0.067 -0.130 -0.6742
Br 3.92095 -7.67999 2.09632 -0.002 -0.014 0.007 0.8637
C 3.07224 -5.42558 0.63992 0.110 0.010 0.125 -0.0269
C 2.32238 -4.15342 0.42623 -0.209 -0.106 -0.156 -0.2580
N 1.58822 -3.64792 1.57364 -0.043 0.701 -0.330 -0.0656
H -1.82427 -2.06807 6.10267 0.002 0.005 0.011 0.1209
H -1.08545 -1.03217 3.97949 -0.048 -0.016 0.010 0.0756
H 0.59405 -5.46881 5.13274 -0.007 -0.019 -0.011 0.1167
H 2.10332 -6.14005 3.78603 -0.013 -0.012 0.005 0.1132
H 3.66907 -5.77602 -0.19022 -0.018 -0.005 -0.016 0.1322
H 1.59501 -4.28823 -0.38654 0.019 0.011 0.038 0.1820
S -1.13619 -0.66694 1.33457 -0.259 -0.053 0.340 0.6794
C -1.32445 0.61657 0.16736 0.157 -0.093 -0.592 -0.5318
N -1.38548 1.85019 0.55751 0.056 -0.025 -0.109 -0.0501
C -1.53883 2.92729 -0.44542 -0.047 -0.020 -0.062 -0.0588
C -2.51654 2.46569 -1.48613 0.009 -0.061 0.079 -0.0811
N -2.00742 1.23303 -2.08150 0.084 0.066 -0.086 -0.1029
C -2.04962 1.15639 -3.54965 -0.089 -0.143 -0.039 -0.0998
C -1.16118 2.21763 -4.14791 0.009 0.022 0.017 -0.2271
C 0.19845 2.23292 -3.84031 -0.003 -0.002 -0.029 -0.0444
C 1.02118 3.21876 -4.35803 -0.026 0.013 -0.009 -0.0705
C 0.49194 4.19915 -5.19051 0.006 -0.010 -0.015 -0.0650
C -0.85712 4.18417 -5.50585 0.022 0.002 0.019 -0.0563
C -1.68284 3.19624 -4.98245 0.021 -0.014 0.008 -0.0354
C -1.47312 0.27480 -1.32733 -0.051 0.054 0.519 -0.7320
S -0.99619 -1.21839 -1.81593 0.160 -0.019 -0.064 0.7624
C -1.37332 2.32672 1.96518 0.134 -0.138 0.040 -0.0878
C -2.74554 2.81791 2.34437 -0.030 0.029 -0.041 -0.2321
C -2.97642 4.17470 2.53577 0.010 -0.022 0.041 -0.0420
C -4.24956 4.62618 2.85631 -0.007 0.001 -0.007 -0.0523
C -5.29422 3.72292 2.97456 0.005 -0.001 0.008 -0.0552
C -5.06588 2.36425 2.79127 -0.017 0.000 -0.017 -0.0569
C -3.79586 1.91171 2.47550 0.026 0.023 0.013 -0.0397
H -0.55813 3.11935 -0.88664 0.000 0.024 0.014 0.1519
H -1.88515 3.81950 0.06859 -0.059 -0.038 0.033 0.1327
H -2.61735 3.21554 -2.26755 0.046 -0.014 -0.018 0.1404
H -3.49910 2.28680 -1.03941 -0.017 0.046 -0.027 0.1504
H -3.08593 1.28869 -3.86636 0.008 0.012 -0.005 0.1411
H -1.73306 0.15534 -3.83438 -0.028 0.038 0.007 0.0848
H 0.61575 1.45570 -3.20756 -0.024 -0.004 0.021 0.0944
H 2.07694 3.22320 -4.12109 0.019 0.017 0.003 0.1023
H 1.13469 4.96713 -5.59837 0.003 0.011 0.001 0.1126
H -1.27149 4.94310 -6.15503 0.001 0.000 -0.019 0.1145
H -2.73636 3.18396 -5.23566 -0.017 0.005 0.008 0.1198
H -0.63770 3.12983 2.01542 0.000 0.001 -0.020 0.1433
H -1.04065 1.50700 2.59442 0.018 0.023 0.001 0.0828
H -2.15901 4.88185 2.45259 0.012 0.009 -0.002 0.1200
H -4.42237 5.68155 3.01564 -0.004 0.009 -0.011 0.1164
H -6.28792 4.07526 3.21436 -0.005 0.000 0.024 0.1162
H -5.87877 1.65936 2.90041 -0.009 -0.004 -0.011 0.1140
H -3.61925 0.85017 2.33993 -0.003 -0.017 -0.008 0.0995
O 3.28916 -3.20094 -0.06141 0.029 0.155 -0.019 0.0735
C 2.86898 -2.03296 -0.54941 0.117 0.022 0.177 -0.3754
O 1.80951 -1.50723 -0.19417 -0.295 0.120 -0.216 -0.1120
C 3.74920 -1.41511 -1.53576 0.010 -0.123 -0.072 -0.1306
C 5.06681 -1.84874 -1.70041 -0.030 0.028 -0.018 0.0065
C 5.84068 -1.29492 -2.70331 -0.023 0.027 0.007 -0.0399
C 5.29492 -0.33925 -3.55266 0.040 -0.008 0.003 -0.0350
C 3.98437 0.09124 -3.38798 -0.028 0.004 0.048 -0.0453
C 3.21003 -0.43489 -2.37076 0.044 0.089 0.019 -0.0010
H 5.48351 -2.59401 -1.03788 -0.024 -0.046 -0.024 0.1255
H 6.86584 -1.61190 -2.83101 0.011 -0.005 -0.006 0.1189
H 5.89810 0.07251 -4.35056 0.007 0.009 -0.001 0.1197
H 3.56743 0.83101 -4.05719 0.002 0.008 -0.018 0.1059
H 2.18736 -0.11081 -2.22600 -0.001 -0.071 -0.010 0.0951
```
Positions in Å, forces in eV/Å.